(A)
12
Properties=species:S:1:pos:R:3:mulliken_charge:R:1 method="wB97M-V/def2-TZVPD" gap_ev=9.70 multiplicity=1 homo_energy_ev=-9.39 charge=0
H 1.356 1.351 -0.284 0.39
C -1.037 -0.911 -1.570 -0.18
H 0.086 0.449 1.882 0.31
H 1.975 -0.209 -0.180 0.31
H 1.261 0.283 -1.661 0.37
H 0.516 -1.345 1.595 0.30
C -0.226 -0.522 1.427 -1.02
C 1.130 0.428 -0.586 -1.30
N -1.343 0.130 -0.909 0.18
Cl -2.304 1.565 -1.078 -0.09
C -0.191 -0.213 -0.204 0.42
H -1.224 -1.007 1.569 0.32

(B)
12
Properties=species:S:1:pos:R:3:mulliken_charge:R:1 method="wB97M-V/def2-TZVPD" gap_ev=10.10 multiplicity=1 homo_energy_ev=-9.10 charge=0
H -0.209 -1.461 -0.401 0.34
H -0.263 1.635 0.051 0.25
H 1.997 0.574 -0.806 0.24
H -2.575 1.558 0.176 0.37
C -2.003 0.654 0.107 -0.35
H 2.053 -1.246 -1.063 0.25
C 1.645 -0.414 -0.522 -0.46
Cl -2.979 -0.781 0.061 -0.20
H 1.450 0.112 1.480 0.25
C -0.677 0.617 0.067 -0.34
C 0.236 -0.532 -0.047 0.22
N 1.326 -0.718 0.898 -0.56

Quick one: most stable of them? (B)

(A)
7
Properties=species:S:1:pos:R:3:mulliken_charge:R:1 method="wB97M-V/def2-TZVPD" gap_ev=8.88 smiles="O=PS.O" multiplicity=1 homo_energy_ev=-10.01 charge=0
H -0.005 -0.384 -1.423 0.29
O -0.714 -1.047 -1.483 -0.62
O 2.638 -1.278 -0.229 -0.32
P 1.776 -0.344 0.369 0.41
H 3.149 1.311 -0.888 0.19
S 2.782 1.549 0.396 -0.28
H -0.259 -1.852 -1.793 0.34

(B)
7
Properties=species:S:1:pos:R:3:mulliken_charge:R:1 method="wB97M-V/def2-TZVPD" gap_ev=8.08 smiles=OP(O)S multiplicity=1 homo_energy_ev=-8.81 charge=0
H -0.920 -0.686 -1.397 0.30
S -0.072 1.567 0.802 -0.46
H -0.408 -1.392 0.650 0.33
O -0.231 -0.179 -1.660 -0.37
P 1.033 -0.306 -0.590 0.51
H 0.114 2.500 1.784 0.11
O 0.485 -1.504 0.412 -0.42

Quick one: most stable of them? (A)

(A)
89
Properties=species:S:1:pos:R:3:mulliken_charge:R:1 method="wB97M-V/def2-TZVPD" gap_ev="6.99 / 6.28" multiplicity=2 homo_energy_ev="-9.57 / -9.97" charge=+1
H 2.492 -1.813 2.822 0.31
C -3.744 -6.257 1.886 0.12
H -4.121 -4.882 3.480 0.66
C 4.561 3.094 -4.477 -0.86
Cl -4.576 -7.536 2.692 -0.19
H 3.548 -0.714 -3.158 0.43
H 2.650 0.082 -0.338 0.17
C -2.288 0.858 5.510 -0.45
C 2.514 -3.526 4.526 -0.85
C -2.765 -0.591 -2.410 -0.63
H -0.093 4.344 -0.013 0.11
C 0.840 -0.791 -3.472 -1.05
H 1.053 -0.075 1.805 0.41
C 2.479 4.263 -4.029 -0.90
C -2.391 -1.207 -1.239 0.82
C 3.090 2.245 -2.838 1.01
H 3.314 -3.628 3.791 0.32
N 2.529 1.474 -1.825 0.79
H 4.982 1.318 -3.334 0.44
C 3.080 -0.947 -2.197 -0.73
H 1.354 -1.284 0.736 0.11
H -0.974 2.411 4.785 0.47
H -0.942 5.513 -1.005 0.44
C -3.231 0.541 0.036 -0.19
H -4.174 2.148 -1.006 0.48
H 1.136 -1.596 -1.497 -0.93
H 1.814 -2.564 -2.780 0.55
C -3.656 -5.029 2.519 -1.07
C -3.660 1.202 -1.102 -0.90
C -3.187 -6.457 0.622 0.06
H -2.071 -5.583 -0.987 0.60
C 1.175 5.885 -0.838 -0.57
C 2.204 3.286 -3.083 0.67
C -1.450 1.461 4.582 -0.91
C 1.341 2.006 -1.458 -0.89
H 4.189 0.526 -1.064 0.48
H 0.890 6.708 -0.181 0.42
N -2.612 -0.635 -0.033 0.39
H 5.483 3.040 -5.039 0.41
H 2.241 4.690 0.624 0.24
H -3.735 1.134 -3.244 0.50
C -2.987 -3.986 1.886 0.87
N 1.136 3.110 -2.209 0.67
O -0.357 -3.098 2.559 -0.16
C -2.513 -5.430 -0.013 -0.81
H -0.015 -1.404 -3.757 0.36
N -1.785 -0.347 3.070 0.74
H -3.562 -0.865 5.855 0.58
N 0.946 -1.070 1.642 -0.42
C -2.618 -0.917 3.958 0.44
C -1.900 -2.654 -1.203 -0.14
H 3.714 -1.707 -1.731 0.45
Ru -1.511 -1.628 1.387 -0.34
H 2.938 4.585 -0.995 0.08
Se 0.095 1.326 -0.266 -0.06
C -2.392 -4.207 0.629 -0.69
H 2.542 -2.549 5.007 0.36
C 0.751 -2.909 3.038 0.37
H 1.804 5.085 -4.219 0.38
H -2.477 1.328 6.466 0.45
H -0.049 4.554 -3.058 0.54
H 3.182 6.028 -0.031 0.41
C -0.028 3.988 -2.126 -1.22
H -3.381 0.944 1.029 0.48
N -1.783 -3.065 0.100 0.75
H 3.920 4.882 -5.473 0.43
H -0.596 1.276 2.611 0.35
H 0.455 0.154 -3.089 0.07
C -1.226 0.831 3.373 -0.34
C -3.411 0.637 -2.340 -0.58
O -1.761 -3.294 -2.218 -0.69
N -2.854 -2.670 2.356 0.59
C 3.670 4.144 -4.724 -0.80
H -2.577 -1.099 -3.346 0.57
C 2.455 5.257 -0.286 -0.87
C 4.289 2.126 -3.526 -0.75
C -3.254 -2.236 3.580 0.27
O 1.235 -3.758 3.918 -0.33
Cl -3.314 -7.982 -0.175 -0.19
H -0.913 3.352 -2.099 0.22
C 3.150 0.275 -1.286 -1.02
C -0.019 4.932 -0.931 -0.20
N 1.494 -1.825 2.684 -0.29
H 1.419 -0.584 -4.375 0.40
O -3.998 -2.801 4.357 -0.71
C 1.688 -1.534 -2.443 0.67
H 2.622 -4.303 5.274 0.27
H 1.368 6.338 -1.816 0.24
C -2.887 -0.347 5.189 -0.68

(B)
89
Properties=species:S:1:pos:R:3:mulliken_charge:R:1 method="wB97M-V/def2-TZVPD" gap_ev="6.66 / 6.69" multiplicity=2 homo_energy_ev="-9.72 / -9.80" charge=+1
C 2.781 -0.513 1.293 -1.07
C 0.367 0.724 5.847 -0.49
H 1.122 2.775 -2.242 0.27
C -1.241 -0.087 4.282 0.21
C 2.766 -0.509 -3.962 -1.16
C 0.787 -1.303 0.024 -0.87
C 1.479 -1.116 -2.074 0.76
H 3.749 -2.964 0.330 0.00
H 4.345 -3.567 1.851 0.46
N 2.043 -0.829 0.066 1.49
C 0.042 2.995 2.856 0.22
Se -0.363 -1.436 1.499 -0.05
C -2.088 5.572 -1.011 0.01
O -4.371 2.086 -1.153 -0.76
C -1.970 1.043 -3.221 -0.44
C -1.014 5.940 -0.213 0.12
C -2.693 4.327 -0.854 -0.72
O -0.907 0.861 -0.748 2.62
H 1.289 2.584 5.205 0.54
Cl -0.251 7.480 -0.397 -0.20
H -5.495 -0.132 -1.257 0.54
Ru -1.306 0.924 1.406 -1.36
H 1.092 -4.139 -1.658 0.02
H -2.789 1.737 -3.048 0.27
C -5.303 -1.794 0.125 -0.53
N 0.883 2.176 -1.464 -0.03
H 0.916 0.632 6.774 0.48
C -3.714 1.593 -0.242 0.22
H 4.484 0.196 -1.102 0.52
H -1.627 -1.510 -1.200 -0.82
H -0.951 -3.683 -0.267 0.13
H 2.326 -2.330 2.306 0.14
Cl -2.707 6.645 -2.215 -0.20
C 2.501 -0.675 -1.233 0.51
C 3.683 -0.146 -1.744 -0.89
H 1.641 3.173 0.077 0.34
C 0.587 1.790 4.992 -0.57
C 3.221 -1.764 2.042 -0.63
C -4.643 -2.218 1.271 -1.06
H 4.698 0.332 -3.555 0.46
H -0.028 -5.471 -1.598 0.49
C 5.554 -1.998 1.027 -1.15
N -0.766 2.800 1.789 0.77
H 0.801 -1.361 -4.118 0.54
H -0.968 -4.746 -3.857 0.32
N -3.366 -0.200 1.319 0.55
C -0.582 -0.224 5.486 -0.85
C 0.097 -4.460 -1.989 -0.16
C 4.199 -2.649 1.278 -0.16
H 6.272 -2.722 0.645 0.41
C -0.840 -2.092 -1.683 -0.97
O -0.725 1.659 -2.836 -0.59
H -0.903 -1.919 -2.757 0.92
H -4.860 -3.173 1.729 0.48
H -2.139 0.133 -2.651 -0.01
C -1.109 3.818 0.884 -0.55
C 0.038 -4.501 -3.511 -1.15
O 0.757 3.952 3.110 -0.77
H 2.547 1.898 -0.464 0.20
H -0.807 -1.071 6.117 0.49
C -4.032 0.215 0.246 0.29
N -1.033 0.936 3.443 0.16
C 3.795 -0.073 -3.119 -0.99
H -1.869 0.821 -4.279 0.33
H -1.981 -0.812 3.977 0.21
H 0.322 -3.548 -3.964 0.18
C -3.683 -1.395 1.826 0.19
H -3.151 -1.706 2.714 0.28
N 0.440 -1.529 -1.251 1.64
C 1.593 -1.036 -3.458 -0.91
H 2.893 -0.428 -5.033 0.45
H -1.960 -3.894 -1.681 0.62
C -0.524 5.065 0.752 -0.68
C -0.291 1.531 -1.590 -0.70
C -4.998 -0.547 -0.392 -0.64
H 0.299 5.357 1.384 0.66
C -0.133 1.862 3.817 0.33
H 2.130 0.113 1.903 -0.30
N 1.606 2.225 -0.279 -0.43
H 3.670 -1.441 2.985 0.60
H 5.500 -1.190 0.295 0.18
H 5.964 -1.581 1.950 0.31
H 3.641 0.084 0.992 0.84
N -2.692 2.167 0.417 -0.02
C -0.967 -3.573 -1.353 -0.69
C -2.209 3.451 0.107 0.23
H -6.050 -2.419 -0.346 0.47
H 0.717 -5.255 -3.909 0.41
H -3.541 4.056 -1.459 0.66

Quick one: most stable of them? (B)

(A)
14
Properties=species:S:1:pos:R:3:mulliken_charge:R:1 method="wB97M-V/def2-TZVPD" gap_ev=9.47 smiles="O=[N+]([O-])CCl.CC#[N+][O-]" multiplicity=1 homo_energy_ev=-9.64 charge=0
H 1.188 -1.492 0.081 0.25
C 0.874 -0.855 -0.786 -0.82
C 0.965 0.560 -0.299 0.27
H 1.597 -0.992 -1.699 0.26
C -2.130 1.716 1.212 -0.19
O 1.640 2.692 0.506 -0.67
O -3.378 -0.163 0.786 -0.50
H -1.037 1.909 1.425 0.13
N 1.357 1.594 0.093 0.46
H -2.701 2.565 0.835 0.33
O -1.962 0.500 -0.685 -0.54
H -0.209 -1.090 -0.929 0.27
N -2.517 0.547 0.383 0.90
Cl -2.691 1.442 2.926 -0.16

(B)
14
Properties=species:S:1:pos:R:3:mulliken_charge:R:1 method="wB97M-V/def2-TZVPD" gap_ev="9.17 / 6.73" multiplicity=1 homo_energy_ev="-9.89 / -9.39" charge=0
H -1.360 0.505 -1.131 0.24
H 2.180 -1.012 0.088 0.32
H 1.220 0.552 -0.154 0.34
H -1.941 1.063 0.427 0.20
O -0.694 -0.725 -2.393 -0.69
C -1.295 -0.848 0.424 0.39
Cl -0.526 -3.443 0.201 -0.05
C 1.467 -0.297 0.448 -0.83
O -1.532 -1.092 1.588 -0.61
N -0.651 -1.836 -1.875 1.06
N -1.506 0.358 -0.142 -0.30
O -0.575 -2.873 -2.500 -0.56
H 1.135 -0.368 1.462 0.32
C -0.719 -1.911 -0.467 0.18

Quick one: most stable of them? (B)

(A)
23
Properties=species:S:1:pos:R:3:mulliken_charge:R:1 method="wB97M-V/def2-TZVPD" gap_ev="6.61 / 6.62" multiplicity=1 homo_energy_ev="-7.54 / -7.54" charge=0
C 2.128 -0.116 -0.219 -1.92
H -0.388 2.259 -0.523 0.35
H -1.861 -0.531 2.349 0.40
C 0.714 0.419 -0.357 1.30
C 0.580 1.787 -0.465 -0.79
H 0.733 0.837 -2.674 0.40
N -0.320 -1.873 0.142 -0.56
H 2.547 0.214 0.730 0.41
H 0.369 -0.768 -2.055 0.43
H 0.699 -1.069 2.264 0.23
H 2.114 -1.203 -0.248 0.38
H 1.454 2.426 -0.395 0.30
H -0.300 -2.577 0.866 0.25
O -1.900 1.342 0.687 -0.47
H -0.894 0.476 -1.970 0.44
H -1.062 -2.035 -0.529 0.21
H 2.766 0.247 -1.029 0.48
O -2.530 -0.636 1.612 -0.41
N -1.843 -0.109 0.519 -0.20
H -2.834 1.517 0.512 0.34
N 0.037 -0.355 1.976 -1.10
C 0.174 0.295 -1.911 -1.56
C -0.382 -0.549 0.717 1.10

(B)
23
Properties=species:S:1:pos:R:3:mulliken_charge:R:1 method="wB97M-V/def2-TZVPD" gap_ev=9.21 smiles="CC[C@](N)(O)OC.N=C=N" multiplicity=1 homo_energy_ev=-8.64 charge=0
H -0.817 1.458 -2.216 0.27
N 1.596 0.730 2.093 -0.60
H 0.482 2.629 -1.999 0.37
H -1.047 -2.778 0.660 0.33
C -0.211 -0.707 -0.656 0.37
H -0.741 -0.873 -2.595 0.26
H 1.784 0.010 2.770 0.29
H 1.521 1.188 -0.221 0.39
O 0.503 -1.465 0.264 -0.37
C 0.790 0.782 -0.916 -0.62
H 0.616 -1.745 -2.187 0.27
H -0.686 2.349 -0.705 0.22
H 0.430 -2.922 1.651 0.24
H -0.697 -1.576 1.949 0.25
C -0.268 -2.228 1.188 -0.72
H -1.386 0.324 0.461 0.45
O -1.461 -0.335 -0.294 -0.57
H 1.458 0.370 -1.674 0.42
C 0.465 1.057 1.794 0.68
H -1.194 1.989 2.286 0.20
C -0.107 1.865 -1.490 -0.95
N -0.744 1.294 1.712 -0.52
N -0.288 -1.418 -1.877 -0.65

Quick one: most stable of them? (B)

(A)
65
Properties=species:S:1:pos:R:3:mulliken_charge:R:1 method="wB97M-V/def2-TZVPD" gap_ev="6.40 / 7.15" multiplicity=2 homo_energy_ev="-6.97 / -8.20" charge=0
C -2.257 2.345 3.538 -0.97
C 1.288 0.969 -2.378 1.43
H -5.810 -2.851 0.983 0.22
H -3.180 4.261 3.814 0.42
N 2.538 3.751 0.739 -0.63
C 2.194 0.220 -3.150 -1.49
H -2.679 -3.097 -3.573 0.46
C -0.008 -4.849 -2.467 -0.72
O 2.198 -0.300 3.216 -0.63
H -1.584 -5.324 -3.854 0.44
C 2.330 0.271 2.166 -0.01
N -3.179 -1.118 1.466 0.00
S -0.323 -3.104 2.854 -0.22
S -3.245 -3.483 0.263 -0.39
C -2.660 3.607 3.126 -0.62
H 0.525 -5.787 -2.527 0.56
H -1.229 0.538 2.983 0.41
O 2.510 -0.335 0.989 -0.73
N -0.005 1.524 -0.617 -0.72
H 1.947 5.521 1.615 0.40
Ta 1.115 -1.332 -0.017 2.52
O 2.462 -1.521 -1.612 -0.70
H 3.757 -1.402 -4.576 0.44
N 0.798 0.552 -1.219 0.89
H 1.352 2.495 -3.870 0.47
C 1.718 -4.138 -0.787 0.22
C -1.297 1.942 1.366 0.61
C -1.162 -4.582 -3.189 -0.46
C -3.917 -2.155 1.030 0.50
H 3.041 1.875 0.050 0.66
C -1.576 1.512 2.661 -0.07
C 0.899 2.321 -2.898 -1.56
H -0.185 2.402 -2.972 0.29
O -0.326 -0.184 0.840 0.07
N -0.107 -2.672 -1.475 0.19
H -3.593 -0.270 1.816 0.22
C -1.208 -2.432 -2.176 0.17
H -5.649 -1.336 1.805 0.18
H 1.504 2.002 4.036 0.60
C 2.768 -0.953 -2.719 0.74
N -5.248 -2.057 1.231 -0.43
Br -2.054 -0.758 -1.999 0.01
H -2.456 2.014 4.549 0.45
Br 0.991 4.949 4.349 -0.16
H 2.514 0.633 -4.094 0.35
H -2.680 5.028 1.518 0.44
C 2.044 4.451 1.755 -0.28
C -0.514 1.078 0.463 -0.30
C 1.789 2.503 3.120 -0.47
C 1.668 3.867 2.956 -0.04
H 1.222 3.092 -2.197 0.26
C -1.694 3.214 0.958 -0.28
H 3.802 -2.705 -3.352 0.36
C -2.376 4.040 1.836 -0.73
C 0.271 -2.370 1.664 0.36
H -2.188 -1.112 1.272 -0.49
O 1.932 -3.217 0.109 -0.84
C 2.281 1.766 2.052 0.78
C 2.647 2.434 0.890 -0.32
H -1.452 3.543 -0.043 0.49
O 2.369 -5.138 -0.959 -0.67
C -1.774 -3.353 -3.044 -0.85
C 0.483 -3.877 -1.627 0.49
H 4.817 -1.276 -3.168 0.30
C 3.843 -1.630 -3.515 -1.61

(B)
65
Properties=species:S:1:pos:R:3:mulliken_charge:R:1 method="wB97M-V/def2-TZVPD" gap_ev="5.98 / 7.14" multiplicity=2 homo_energy_ev="-6.71 / -7.92" charge=0
C -0.425 1.074 -1.559 0.13
Br 1.859 -2.718 1.997 -0.08
O -0.473 3.069 2.652 -0.71
H 2.196 -4.596 -0.802 0.46
H -3.502 -4.043 -1.360 0.28
H 3.329 0.187 0.191 0.14
C 0.439 3.132 -2.656 -0.08
O -1.440 -1.463 2.332 -0.57
N 3.227 0.738 -0.646 -0.24
S -4.198 0.312 -0.060 -0.27
O 0.790 -1.334 -0.592 0.03
C 1.847 -2.338 -3.301 0.20
H -3.948 -1.823 3.893 0.34
H 3.985 1.365 3.831 0.46
H 1.263 -1.466 -3.564 0.55
C -0.260 1.935 -2.741 0.32
N 4.397 -0.886 -1.754 -0.47
N -0.524 -3.155 -1.021 -1.41
H 3.016 -2.281 -5.091 0.38
C 2.839 -2.795 -4.156 -0.91
O -1.301 1.221 1.674 -0.60
C 3.614 -3.890 -3.799 -0.38
Ta -0.766 -0.444 0.503 2.15
C -0.789 1.540 -3.959 -0.33
C -0.567 2.362 -5.043 -0.16
C 3.620 0.225 -1.831 0.47
Br -1.216 1.900 -6.754 -0.18
C -0.383 1.939 2.233 0.28
S 3.248 0.953 -3.285 -0.34
C 2.390 -4.087 -1.738 -0.38
C 1.620 -2.985 -2.094 -0.52
H -2.246 -4.950 -0.530 0.39
N 0.626 3.933 -3.698 -0.64
C 3.080 -0.384 2.989 -0.67
C 3.391 -4.535 -2.588 -0.70
H 4.391 -4.244 -4.464 0.39
H 0.315 4.200 -5.718 0.39
C -3.044 -4.225 -0.384 -1.61
H -3.623 -3.491 3.442 0.39
C 0.564 -2.468 -1.185 0.27
C -3.290 -2.032 1.045 -0.06
C 0.141 3.546 -4.871 -0.16
H 4.286 -1.497 -0.959 0.26
H 3.991 -5.392 -2.310 0.41
H 4.547 -1.356 -2.633 0.22
C 1.953 -0.870 2.346 0.06
H -1.343 0.615 -4.044 0.63
C 0.926 1.181 2.446 0.63
H -2.416 -2.573 4.398 0.36
H 1.934 2.784 3.389 0.58
H -4.339 -2.312 1.134 0.84
H 2.443 1.370 -0.674 0.04
C -2.503 -2.944 0.142 1.03
O -1.234 0.100 -1.564 -0.69
C 3.112 0.956 3.341 -0.39
N -1.351 -2.448 -0.159 0.99
C 2.003 1.748 3.093 -0.81
C -3.009 -0.625 0.456 -0.47
C -3.155 -2.519 3.603 -1.54
N 0.919 -0.096 2.025 -0.01
C -2.556 -2.007 2.344 0.57
H -3.810 -4.627 0.278 0.46
O 0.235 1.267 -0.487 -0.74
H 0.852 3.453 -1.707 0.52
H 3.896 -1.053 3.216 0.49

Quick one: most stable of them? (A)